ORCA calculation (ωB97M-V/def2-TZVPD) on C3H9ClFMnN2O2PS as an isolated structure.

```
21
Properties=species:S:1:pos:R:3
C -0.870 0.492 0.389
F -2.170 -1.109 -1.794
H -1.911 0.540 0.004
O 0.094 -1.342 -2.845
C -0.165 -1.403 2.101
Cl -0.132 1.179 2.994
N 2.068 1.629 -0.278
H -0.192 -1.598 3.200
H -0.517 1.559 0.450
P 1.152 0.840 -1.372
C -0.891 -0.033 1.880
H -0.615 -2.255 1.550
H 1.961 0.067 -2.271
Mn 1.959 2.795 -2.544
S -0.604 -1.400 -1.528
H -1.965 -0.178 2.149
N 0.103 -0.225 -0.502
H 1.894 2.648 -0.345
O -0.476 -2.758 -0.964
H 0.910 -1.294 1.829
H 0.369 1.845 -2.103
```

charge: +2
orbital gap (alpha / beta): 4.30 / 4.11 eV
<S²>: 8.7567
LUMO level (alpha / beta): -12.34 / -12.53 eV
maximum force: 8.2 eV Å⁻¹
molar mass: 277.547 g/mol
spin multiplicity: 6

Results of the Mulliken charge analysis, in e, for atoms 1 through 5: atom 1 (C): -0.90, atom 2 (F): -0.18, atom 3 (H): 0.43, atom 4 (O): -0.62, atom 5 (C): -1.30

ORCA calculation (ωB97M-V/def2-TZVPD) on an isolated ion of composition C3H4N3 and charge +1.

```
10
Properties=species:S:1:pos:R:3
N 2.563 0.874 -0.044
C -0.329 0.436 0.592
N 1.952 0.357 -0.802
N 1.081 -0.258 -1.403
H -2.210 -0.478 -0.282
C -1.268 -0.610 0.008
H 0.306 0.064 1.397
H -0.707 1.461 0.760
C -0.037 -0.171 -0.622
H -1.351 -1.675 0.396
```

charge: +1
orbital gap: 10.56 eV
LUMO level: -6.80 eV
maximum force: 5.9 eV Å⁻¹
energy relative to the best compared isomer or geometry (same formula, charge and spin): 280.7 kJ/mol
molar mass: 82.086 g/mol
spin multiplicity: 1
structure (SMILES): N#[N+]N=C1CC1

Results of the Mulliken charge analysis, in e, for atoms 1 through 5: atom 1 (N): -0.20, atom 2 (C): -0.59, atom 3 (N): 1.00, atom 4 (N): -0.65, atom 5 (H): 0.35